A 7-piece molecular cluster, C16H34Cl12O3 overall. Source: the Open Molecules 2025 dataset; level of theory: ωB97M-V with the def2-TZVPD basis set.

Calculated values
* frontier orbital gap (spin up / spin down): 8.72 / 2.46 eV

The geometry in ORCA input format:
```
! RIJCOSX wB97M-V def2-TZVPD def2/J DEFGRID3
* xyz 1 2
C 17.97299 -1.07444 9.37963
Cl 18.15463 0.25152 8.20667
Cl 19.39684 -1.12912 10.47452
Cl 17.77850 -2.57317 8.57261
H 17.09862 -0.89255 10.00452
C 15.19504 1.94961 13.73305
Cl 16.08139 2.75740 12.30973
Cl 15.03099 0.16660 13.49271
Cl 13.64013 2.60714 14.20488
H 15.82842 2.13375 14.60082
C 15.79176 -4.87986 17.36732
Cl 17.52612 -4.89174 17.81481
Cl 15.48727 -3.54605 16.24582
Cl 14.81408 -4.70667 18.81178
H 15.63352 -5.84459 16.88527
C 15.27016 -3.38649 13.09708
Cl 15.71828 -2.65814 11.59467
Cl 16.26852 -4.85909 13.29943
Cl 13.57518 -4.02020 13.23824
H 15.37518 -2.61749 13.86240
C 11.06652 -3.95053 10.70738
C 12.30606 -3.80063 9.77325
O 12.39335 -4.94125 8.93560
C 13.19293 -4.76307 7.77269
C 13.38769 -6.07345 6.93993
H 11.22799 -3.32530 11.58552
H 10.07653 -3.73811 10.30378
H 10.99021 -4.88594 11.26172
H 12.05797 -2.90152 9.20920
H 13.27326 -3.59022 10.22969
H 12.73999 -4.04325 7.09093
H 14.16658 -4.30584 7.94892
H 12.41822 -6.30329 6.49786
H 13.63779 -6.89214 7.61469
H 14.10752 -6.00011 6.12472
C 18.97220 -2.40834 14.86185
C 20.35116 -3.07734 14.69831
O 20.92301 -3.05990 13.37074
C 22.28792 -3.40680 13.37673
C 22.84842 -3.36653 12.03675
H 18.77965 -2.19405 15.91309
H 19.00694 -1.57593 14.15901
H 18.16811 -3.09273 14.59137
H 20.84860 -2.40219 15.39461
H 20.48243 -4.02012 15.22938
H 22.79587 -2.61087 13.92131
H 22.39511 -4.43902 13.71011
H 22.33165 -3.88703 11.23043
H 23.88023 -3.71590 11.99878
H 22.92070 -2.34430 11.66540
C 15.71630 -7.41870 10.81615
C 14.19157 -7.53594 10.83440
O 13.92805 -8.89595 10.81471
C 12.47677 -9.08405 10.69082
C 12.33661 -10.54633 10.91757
H 16.16737 -7.91682 11.67437
H 16.06238 -7.77736 9.84678
H 15.80948 -6.33287 10.79632
H 13.72317 -6.97886 11.64579
H 13.79038 -7.23218 9.86751
H 11.94365 -8.52736 11.46151
H 12.19937 -8.89284 9.65419
H 12.70681 -11.18376 10.11463
H 11.27575 -10.78800 10.98310
H 12.77467 -10.91945 11.84331
*
```